Below is a single C11H18NOP molecule, with properties calculated with ωB97M-V/def2-TZVPD.

```
32
Properties=species:S:1:pos:R:3:forces:R:3
C -2.149651 2.493068 -1.988193 0.2 -0.3 -0.3
O -1.718215 1.203074 -2.379636 -0.3 0.1 -0.1
C -1.595128 0.344243 -1.277254 0.1 -0.5 0.5
C -1.211954 -1.058777 -1.735201 0.5 0.3 -0.2
C -0.180766 -1.746839 -0.838286 -0.4 -0.3 -0.2
C -0.748683 -2.380329 0.430982 0.2 0.3 0.0
C -1.099479 -1.406113 1.558991 -0.1 0.1 0.0
P 0.293460 -1.114557 2.729630 0.2 -0.7 0.3
C 1.389845 0.031513 1.823884 0.1 0.6 -0.1
C 2.451155 -0.507654 1.100172 0.2 -0.1 0.0
C 3.333791 0.315944 0.411886 -0.5 0.4 0.3
C 3.118887 1.688517 0.490074 -0.1 -0.6 0.1
C 2.037140 2.139640 1.241271 0.2 0.2 -0.2
N 1.183481 1.359573 1.894594 0.1 -0.3 -0.1
H -1.339968 3.025507 -1.488229 0.1 0.1 0.1
H -2.428102 3.021813 -2.892242 0.0 0.1 -0.1
H -3.010212 2.434674 -1.323252 -0.2 0.0 0.1
H -0.830423 0.710578 -0.581446 0.2 0.2 0.0
H -2.524501 0.306048 -0.697196 -0.2 0.2 -0.1
H -2.084671 -1.690347 -1.881489 -0.2 -0.1 0.0
H -0.750111 -0.937994 -2.714953 0.0 0.0 -0.1
H 0.615037 -1.035559 -0.630502 0.1 0.0 0.1
H 0.267054 -2.552433 -1.419839 0.1 -0.1 -0.1
H -0.032938 -3.108906 0.811314 0.0 -0.1 0.1
H -1.644180 -2.936413 0.160245 -0.1 -0.1 -0.1
H -1.891612 -1.840438 2.166874 0.0 -0.1 0.2
H -1.497393 -0.467032 1.184128 0.0 0.1 -0.1
H -0.328248 -0.209548 3.609118 0.0 0.3 -0.2
H 2.586133 -1.579841 1.085686 0.0 -0.1 0.0
H 4.159389 -0.094247 -0.146426 0.1 -0.1 -0.1
H 3.770859 2.387933 -0.004924 0.1 0.1 -0.1
H 1.860003 3.204903 1.300222 -0.1 0.1 0.1
```
Forces are in eV/Å.

Summary:
Energy above the lowest of the compared OMol25 structures with the same formula, charge and spin   1.0043 eV
Electronic energy   -24524.30897 eV
HOMO-LUMO gap   0.3456 hartree
LUMO level   0.71 eV

Here are the natural (NBO) charges for atoms 1 to 8, given in e:
1. C -0.2463
2. O -0.5361
3. C -0.0632
4. C -0.4220
5. C -0.3946
6. C -0.4071
7. C -0.6912
8. P 0.5366